Formula: C2H3NS3
Source: OMol25
Level of theory: the ωB97M-V functional and the def2-TZVPD basis

```
9
Properties=species:S:1:pos:R:3:forces:R:3
C 0.754191 -0.067186 0.621112 0.3 0.9 -2.5
C 0.453540 -0.861922 -0.721495 -0.7 -0.4 4.3
H -1.152223 3.084686 -0.471986 0.0 -3.9 0.6
H 1.566537 -0.490450 1.284877 -0.9 0.8 -0.7
H -1.144140 -1.584896 1.259930 0.3 -0.2 -4.1
N 0.300184 1.131607 0.692406 -1.4 -0.8 0.3
S -1.249328 1.415805 -0.333505 2.1 3.6 0.4
S -1.049484 -1.740237 -0.457741 -0.1 0.0 3.0
S 1.520721 -0.887406 -1.873598 0.5 -0.1 -1.3
```
Positions in Å, forces in eV/Å.

Maximum force in eV/Å: 4.37
Calculated total energy in eV: -36113.91334
Energy relative to the best compared isomer or geometry (same formula, charge and spin) in kJ/mol: 406.4
Net charge: 0

Formula: H22O11
Source: OMol25
Level of theory: the ωB97M-V functional and the def2-TZVPD basis

```
33
Properties=species:S:1:pos:R:3:forces:R:3
O 0.055542 0.311623 0.970952 0.1 0.1 -0.6
H 0.434934 0.602147 0.133906 0.1 0.0 0.1
H -0.887200 0.233047 0.786415 0.0 0.0 0.6
O 3.745599 -2.469534 -0.027372 -0.4 -2.2 0.7
H 3.758151 -2.092818 -0.914455 0.0 -0.3 0.5
H 4.594556 -2.919571 0.048326 -0.2 0.0 0.0
O -0.838933 -0.609357 -2.264173 0.1 0.3 0.1
H 0.086095 -0.361262 -2.155720 0.0 -0.2 -0.1
H -1.188407 -0.610066 -1.365921 0.4 -0.4 -0.2
O -5.011294 0.377137 0.050890 -1.0 0.1 0.5
H -4.914344 1.154417 -0.510738 0.3 -0.3 0.0
H -5.891015 0.472198 0.433049 0.0 -0.1 0.1
O -1.651238 -0.354689 3.149700 -0.3 -0.1 0.1
H -2.588060 -0.195342 3.310838 0.0 0.0 0.0
H -1.495048 -1.230339 3.520956 0.1 0.1 -0.1
O -0.601857 4.923797 -0.105043 0.2 -0.1 -0.1
H -0.491745 4.612142 -1.010436 -0.1 0.1 0.0
H -0.079863 4.307014 0.420400 -0.2 0.0 0.1
O 0.991980 -3.327405 0.971719 -0.3 -0.3 0.3
H 1.870475 -3.024678 1.227830 0.2 0.2 -0.4
H 0.818616 -4.069840 1.561400 0.0 0.0 -0.1
O -1.894547 -3.793246 -0.824818 -0.1 0.2 0.1
H -2.131889 -2.897883 -1.091246 0.0 -0.2 -0.1
H -1.172153 -3.668025 -0.199153 0.2 0.0 0.0
O 3.490071 4.201714 0.481562 -0.2 -0.1 -0.1
H 2.703705 4.650890 0.811501 0.1 0.1 0.0
H 3.195676 3.783015 -0.335146 0.1 0.1 0.1
O -3.127012 0.811786 -1.338902 0.7 0.4 -0.5
H -2.705770 1.156367 -2.134394 0.1 -0.2 0.0
H -2.409511 0.379623 -0.862019 -0.6 0.4 0.0
O 4.360768 -0.500892 -0.865887 0.5 2.4 -1.0
H 5.150478 -0.027474 -0.580888 0.0 -0.1 0.0
H 3.823245 0.175510 -1.293133 0.1 0.1 0.0
```
Positions in Å, forces in eV/Å.

Maximum force in eV/Å: 2.64
Calculated total energy in eV: -22877.76026
Energy relative to the best compared isomer or geometry (same formula, charge and spin) in kJ/mol: 362.2
Net charge: 0
SMILES: O.O.O.O.O.O.O.O.O.O.O

Formula: C15H30FNO12S2
Source: OMol25
Level of theory: the ωB97M-V functional and the def2-TZVPD basis

```
61
Properties=species:S:1:pos:R:3:forces:R:3
C 3.051348 -0.397813 0.202623 0.0 0.0 -0.3
C 3.594766 -0.635757 -1.206181 0.0 0.1 0.8
O 2.937245 0.048920 -2.251805 -0.4 -0.2 -0.5
O 2.971359 1.458098 -1.969525 0.2 0.4 0.3
C 1.665493 1.898737 -2.053518 -0.4 -0.1 -1.5
O 1.062986 1.960830 -3.107059 0.7 -0.4 1.6
N 1.165115 2.301437 -0.803903 -0.4 0.6 -0.6
C 1.811425 3.555839 -0.325860 0.5 -0.6 0.3
C 2.689276 3.317600 0.871931 -0.4 0.1 -0.3
F 3.907714 2.800059 0.502935 0.5 -0.3 -0.1
C -0.278550 2.473988 -0.874232 0.4 0.2 -0.2
C -0.972977 1.209634 -1.246847 0.1 -0.7 -0.5
O -0.491770 0.114152 -1.248664 -0.3 0.7 0.4
O -2.295082 1.432552 -1.631143 0.2 0.1 0.8
C -3.224210 0.792849 -0.801484 -1.3 -2.0 -1.0
C -3.445986 1.397154 0.547443 0.2 0.1 -0.2
O -3.847296 -0.165294 -1.200573 1.0 1.6 0.4
H 3.831482 -0.020902 0.842595 0.2 0.1 0.3
H 2.649806 -1.314878 0.606944 -0.1 -0.3 0.2
H 2.257322 0.330681 0.214371 -0.3 0.2 -0.1
H 4.662811 -0.449349 -1.224197 0.2 0.2 -0.2
H 3.442956 -1.672339 -1.462002 -0.1 -0.3 -0.4
H 1.046838 4.246975 -0.004909 -0.4 0.2 -0.1
H 2.374392 4.029455 -1.119570 0.2 0.2 -0.3
H 2.169824 2.608671 1.499763 0.2 0.0 0.5
H 2.870538 4.262459 1.368406 0.1 0.2 0.3
H -0.574680 3.265768 -1.558360 -0.2 0.1 -0.2
H -0.622507 2.754491 0.113334 -0.2 0.1 0.3
H -4.344033 1.995440 0.500172 -0.3 0.2 -0.1
H -3.628536 0.601523 1.250548 0.0 -0.2 0.3
H -2.647700 2.045504 0.876348 0.3 0.1 0.1
C 0.454221 2.304266 6.954225 -0.2 0.0 -0.2
C 1.295480 1.366384 6.112107 0.2 0.3 0.4
O 0.493253 0.561675 5.218275 -0.1 0.0 -0.2
S -0.030129 1.237859 3.883237 0.1 -0.6 0.1
C -0.496071 -0.238945 3.046703 0.0 0.0 0.0
O 1.082442 1.839653 3.206809 -0.1 0.2 0.0
O -1.196057 2.015398 4.163651 0.0 0.2 -0.1
H -0.004540 3.081724 6.344750 0.0 0.0 0.0
H 1.076954 2.783762 7.709061 0.0 0.0 0.0
H -0.346884 1.758167 7.451047 0.0 0.0 0.1
H 2.049729 1.907352 5.539370 -0.1 0.0 -0.1
H 1.815415 0.650793 6.744895 -0.1 -0.1 -0.1
H 0.390828 -0.844307 2.882884 0.0 0.0 0.0
H -0.935104 0.053886 2.095436 0.0 0.0 0.0
H -1.226661 -0.766841 3.653190 0.0 0.0 0.0
C -1.486162 -2.505640 -2.647106 -0.2 -0.4 0.0
C -1.461848 -2.821837 -4.126651 0.0 0.6 0.2
O -1.312323 -4.237391 -4.397692 0.0 -0.2 0.0
S -2.597624 -5.158608 -4.262524 0.4 0.0 -0.2
C -1.951975 -6.560301 -5.110437 0.0 0.0 0.0
O -3.662275 -4.584451 -5.026889 -0.2 0.0 0.1
O -2.799853 -5.497087 -2.888543 -0.2 0.0 0.1
H -2.390445 -2.891472 -2.177065 0.0 0.0 0.0
H -1.456349 -1.431887 -2.490815 0.0 -0.1 -0.1
H -0.631704 -2.959455 -2.143672 0.1 0.1 0.0
H -2.354498 -2.447413 -4.629291 0.0 -0.1 0.0
H -0.600092 -2.354355 -4.599025 0.1 -0.2 -0.1
H -1.748818 -6.282838 -6.140438 0.0 0.0 0.0
H -2.710939 -7.337652 -5.067423 0.0 0.0 0.0
H -1.047343 -6.886923 -4.605648 0.0 0.0 0.0
```
Positions in Å, forces in eV/Å.

Maximum force in eV/Å: 2.58
Calculated total energy in eV: -66485.39877
Energy relative to the best compared isomer or geometry (same formula, charge and spin) in kJ/mol: 0.0
Net charge: 0
SMILES: CCOOC(=O)N(CCF)CC(=O)OC(C)=O.CCOS(C)(=O)=O.CCOS(C)(=O)=O

no.,HOMO-LUMO gap (eV)
1,8.2
2,9.9
3,10.5